[1]
17
Properties=species:S:1:pos:R:3:forces:R:3:nbo_charge:R:1 method="wB97M-V/def2-TZVPD" energy_ev=-8311.10547 de_lowest_kcal_mol=15.84 mol_weight_g_mol=91.13 charge=+1 fmax_ev_per_a=1.71
C -0.4531 1.0344 1.4446 1.531 -0.425 -0.638 -0.64
C -0.0055 -0.4197 1.4712 -1.149 -0.806 0.200 -0.21
N -0.4184 -1.1495 0.2251 -0.408 0.234 0.618 -0.49
C -0.5926 -0.6265 -0.9433 -0.173 0.045 -0.468 0.39
N -0.9886 -1.3105 -2.0008 0.053 -0.012 -0.506 -0.73
H -1.5311 1.1053 1.3638 -0.100 0.091 -0.021 0.23
H -0.0847 1.5520 2.3259 -0.148 -0.030 0.102 0.25
H 0.0732 1.4583 0.5864 -0.416 0.576 0.141 0.22
H 1.0367 -0.6924 1.5921 0.304 0.780 0.142 0.23
H -0.5495 -0.9021 2.2877 0.106 -0.251 -0.166 0.22
H -0.7089 -2.1076 0.3479 0.222 -0.225 0.047 0.42
H -0.4418 0.4361 -1.0826 0.235 -0.052 0.063 0.24
H -1.1298 -2.3071 -2.0111 0.023 -0.138 0.293 0.42
H -1.0189 -0.8921 -2.9194 -0.036 0.242 0.257 0.43
H 2.2375 2.2102 -0.4426 -0.094 0.130 0.591 0.48
H 2.4619 1.3268 -1.5693 0.155 -0.531 -0.356 0.48
O 2.1135 1.2845 -0.6755 -0.106 0.371 -0.298 -0.95



[2]
17
Properties=species:S:1:pos:R:3:forces:R:3:nbo_charge:R:1 method="wB97M-V/def2-TZVPD" energy_ev=-8310.33027 de_lowest_kcal_mol=33.71 mol_weight_g_mol=91.13 charge=+1 fmax_ev_per_a=1.66
C -1.7826 1.2830 -0.5695 -0.943 -1.340 -0.241 -0.66
C -0.4955 1.5199 -1.3498 0.119 0.178 0.568 -0.23
N 0.7032 0.8882 -0.7570 -0.637 -0.189 0.047 -0.49
C 0.6088 -0.0415 0.1464 0.092 -0.250 0.481 0.43
N 1.5384 -0.3350 1.0424 0.401 -1.465 -0.226 -0.79
H -2.4207 0.5778 -1.1098 0.023 0.166 -0.235 0.24
H -2.3751 2.1676 -0.4404 -0.034 0.611 -0.093 0.25
H -1.7762 0.7940 0.4077 0.772 0.376 0.138 0.23
H -0.2660 2.5760 -1.3111 0.043 0.259 -0.293 0.23
H -0.6083 1.2044 -2.3783 0.090 0.014 -0.233 0.23
H 1.6091 1.0737 -1.1641 0.194 0.599 0.531 0.44
H -0.2689 -0.6776 0.1836 -0.211 0.053 -0.284 0.20
H 1.9082 0.2450 1.7730 0.510 0.801 -0.600 0.44
H 1.5421 -1.3413 1.2628 -0.390 0.436 0.473 0.45
H 0.8674 -3.4920 2.1607 -0.114 0.297 0.004 0.50
H 0.5812 -3.5320 0.6831 -0.055 0.091 -0.079 0.49
O 0.6348 -2.9103 1.4202 0.141 -0.636 0.042 -0.97



[3]
18
Properties=species:S:1:pos:R:3:forces:R:3:nbo_charge:R:1 method="wB97M-V/def2-TZVPD" energy_ev=-10358.51564 de_lowest_kcal_mol=28.51 mol_weight_g_mol=107.13 charge=+1 fmax_ev_per_a=3.04
C -0.0128 0.9556 0.6288 -1.954 0.987 -0.603 -0.19
C 0.5930 -0.3702 0.2979 1.555 0.295 -1.159 -0.53
C 1.0549 -0.9823 1.6395 1.682 1.086 -0.963 0.67
N 1.1386 -2.3131 1.7236 -0.621 -0.803 -0.037 -0.79
O 1.5953 -0.1793 2.3770 -0.513 -0.544 0.555 -0.59
N -0.4794 1.6771 -0.6751 0.357 -3.007 0.321 -0.72
H 0.6495 1.6744 1.0956 -0.071 -0.432 0.585 0.26
H -0.9592 0.7360 1.1624 0.618 0.757 0.134 0.22
H -0.0057 -0.9612 -0.4084 -0.189 -0.108 0.568 0.21
H 1.5424 -0.1324 -0.2828 -0.753 -0.682 0.765 0.24
H 0.5511 -2.8956 1.1525 0.049 0.029 -0.118 0.40
H 1.5756 -2.7809 2.5027 0.018 0.371 0.187 0.43
H -1.1668 2.4050 -0.5247 0.181 0.335 0.026 0.44
H -0.9416 0.8654 -1.2254 0.089 1.641 -0.003 0.46
H 0.3444 1.9523 -1.2090 -0.256 0.502 0.052 0.43
H -1.7759 0.7431 -3.2522 -0.113 -0.243 -0.139 0.51
H -1.8028 -0.6687 -2.5846 -0.169 -0.020 -0.321 0.51
O -1.9006 0.2749 -2.4177 0.090 -0.163 0.150 -0.95



[4]
17
Properties=species:S:1:pos:R:3:forces:R:3:nbo_charge:R:1 method="wB97M-V/def2-TZVPD" energy_ev=-17097.30625 de_lowest_kcal_mol=39.37 mol_weight_g_mol=107.20 charge=+1 fmax_ev_per_a=3.30
C -1.0339 -3.5787 0.5405 -0.259 -1.141 0.359 -0.66
C -1.0171 -2.2848 -0.2905 1.930 0.678 0.690 -0.46
S -0.3950 -0.8657 0.8064 -0.114 -1.007 0.421 -0.21
H -1.2377 -4.3518 -0.1922 0.363 -0.464 -0.201 0.24
H -0.0831 -3.8793 1.1139 -1.244 0.885 -1.130 0.23
H -1.8962 -3.7638 1.2276 0.619 0.993 -0.277 0.23
H -1.9912 -1.8685 -0.5938 0.462 -0.926 -0.349 0.24
H -0.2048 -2.3940 -1.1170 -1.845 0.324 1.215 0.23
H -0.4656 -1.5511 2.0030 0.108 0.724 -0.849 0.19
N 0.3307 1.8010 -1.2024 1.449 1.101 2.336 -0.74
C 1.0087 2.4747 -0.2711 1.353 2.261 -1.759 0.42
N 1.4665 3.7291 -0.4629 0.992 -2.409 2.022 -0.70
H 0.7384 2.0481 -2.1177 -1.418 -1.044 0.111 0.45
H 0.0279 0.9235 -0.7398 0.023 -0.112 -1.646 0.46
H 1.4223 2.0299 0.6032 -0.642 -0.593 0.963 0.23
H 2.3455 4.0416 -0.0413 -0.695 -0.418 0.644 0.43
H 1.3376 4.2385 -1.2651 -1.081 1.148 -2.551 0.41



no.,orbital gap (eV)
1,11.98
2,10.76
3,10.11
4,8.03